1.
The following is a quantum chemistry calculation of 2 unconnected molecules or ions with the total composition C22H20N6O5 in a non-equilibrium geometry, from the OMol25 dataset.

SMILES string   O=[N+]([O-])c1cnc2no[n+]([O-])c2c1.COC(=C1N(C)c2ccccc2N1C)c1ccccc1
LUMO   -2.27 eV
Calculated total energy   -42306.4885 eV
Frontier orbital gap   3.80 eV
E_HOMO   -6.1 eV

Atoms and positions in Å:
C 2.4749 -1.7862 -0.7817
O 1.0396 -1.5418 -0.7004
C 0.4204 -0.9233 0.3092
C 1.2051 -0.3714 1.4373
C 1.3251 1.0089 1.6840
C 2.0162 1.4568 2.8095
C 2.6270 0.5558 3.6822
C 2.5305 -0.8132 3.4326
C 1.8053 -1.2796 2.3389
C -0.9945 -1.0954 0.3770
N -1.8146 -0.7778 1.4336
C -1.4257 -0.2916 2.7413
C -3.1520 -1.0000 1.0865
C -3.1481 -1.5847 -0.1726
C -4.3277 -2.1014 -0.7363
C -5.5261 -1.9054 -0.0201
C -5.5197 -1.3036 1.2481
C -4.3169 -0.8885 1.8441
N -1.8121 -1.6892 -0.5709
C -1.4039 -2.2916 -1.8287
H 2.5672 -2.3689 -1.7068
H 2.9986 -0.8146 -0.8484
H 2.8361 -2.3912 0.0695
H 0.8501 1.7067 0.9895
H 2.0805 2.5248 3.0112
H 3.1838 0.9131 4.5497
H 3.0206 -1.5352 4.0880
H 1.6721 -2.3562 2.1823
H -2.2850 -0.4108 3.4016
H -0.5922 -0.8698 3.1585
H -1.1627 0.7706 2.6993
H -4.3225 -2.6523 -1.6791
H -6.4807 -2.2271 -0.4465
H -6.4705 -1.1618 1.7671
H -4.2894 -0.5020 2.8663
H -2.2658 -2.8614 -2.1931
H -1.1434 -1.5258 -2.5796
H -0.5702 -2.9915 -1.6747
O 3.2918 -0.4850 -3.3150
N 3.5818 0.7293 -3.3873
C 2.8864 1.7160 -2.6125
C 1.5848 1.5625 -2.1040
C 0.9090 2.7740 -2.0422
N -0.4099 3.0491 -1.7231
O -1.3481 2.3341 -1.4071
O -0.6057 4.4500 -1.8697
N 0.5971 5.0749 -2.2983
C 1.4880 4.0488 -2.4063
N 2.7835 4.1702 -2.7098
C 3.4736 3.0413 -2.6654
O 4.4705 1.1706 -4.1710
H 1.1031 0.6292 -1.8574
H 4.5645 3.1116 -2.6993

Results of the Löwdin charge analysis, in e, for atoms 1 through 5: atom 1 (C): -0.036, atom 2 (O): -0.166, atom 3 (C): -0.240, atom 4 (C): -0.217, atom 5 (C): -0.045



2.
The following is a quantum chemistry calculation of 10 unconnected molecules or ions with the total composition C4H29NO9S in a non-equilibrium geometry, from the OMol25 dataset.

SMILES string   CSCCCN.O.O.O.O.O.O.O.O.O
LUMO   0.13 eV
Calculated total energy   -35372.0263 eV
Frontier orbital gap   8.17 eV
E_HOMO   -8.0 eV

Atoms and positions in Å:
C 3.1276 0.0846 -0.3487
C 2.0323 1.1177 -0.0442
C 1.0625 0.6962 1.0807
S 0.6905 1.9555 2.3179
C -0.7273 1.1115 2.9988
N 2.5752 -1.2810 -0.2368
H 3.4338 0.2127 -1.3898
H 4.0136 0.1449 0.2710
H 2.4860 2.0804 0.1927
H 1.4113 1.2147 -0.9349
H 0.1736 0.2576 0.6351
H 1.5170 -0.1994 1.4922
H -0.6947 0.0616 3.2412
H -1.5263 1.2157 2.2661
H -1.0923 1.6735 3.8637
H 1.7060 -1.4012 -0.7450
H 3.1995 -2.0383 -0.4741
H 0.0091 2.3769 -3.7092
H -0.5624 2.0861 -2.2422
O 0.0274 1.7790 -2.9699
H 0.1804 -3.6862 -1.3966
H -0.8704 -2.7344 -0.9999
O -0.0886 -3.1898 -0.6168
H -2.7937 -2.9961 -1.5304
H -2.4974 -1.7567 -2.2770
O -2.4919 -2.0912 -1.3601
H -1.7833 1.4447 -0.4406
H -1.6750 3.0758 -0.5969
O -1.7684 2.2116 -1.0370
H -2.2098 -0.6582 1.1193
H -2.7952 -0.5426 -0.1856
O -2.2975 0.0245 0.4286
H 0.0592 -1.9356 2.3100
H -1.2644 -2.2438 1.6597
O -0.8395 -1.5390 2.1667
H 1.6988 -3.5073 2.0732
H 2.0482 -2.1504 1.3195
O 1.6256 -2.5523 2.1105
H -0.9348 3.7258 1.3029
H -0.0636 4.3845 0.1504
O -0.9410 4.2964 0.5269
H -1.2298 0.4609 -3.0241
H -0.6051 -0.6861 -3.7881
O -1.3250 -0.5035 -3.1791

Results of the Löwdin charge analysis, in e, for atoms 1 through 5: atom 1 (C): -0.235, atom 2 (C): -0.226, atom 3 (C): -0.507, atom 4 (S): 0.850, atom 5 (C): -0.421



3.
The following is a quantum chemistry calculation of a molecular structure, C25H23AsN3OS5Sc, from the OMol25 dataset.

LUMO   -1.85 eV
Calculated total energy   -168535.7003 eV
Frontier orbital gap   5.33 eV
E_HOMO   -7.2 eV

Atoms and positions in Å:
Sc -0.8868 2.1649 0.2734
C 4.1473 3.1131 -2.3994
C 2.7923 3.3461 -2.5715
C 1.9141 3.1459 -1.5168
C 2.4136 2.7264 -0.2898
C 3.7752 2.4919 -0.1049
C 4.6358 2.6848 -1.1684
N 1.4616 2.5476 0.7526
N 1.9181 2.5365 1.9052
C 0.9339 2.3654 2.9134
C 1.3504 2.5182 4.2237
C 0.3942 2.4164 5.2206
C -0.9221 2.1771 4.8640
C -1.2420 2.0335 3.5232
N -0.3225 2.1069 2.5585
H 4.8306 3.2634 -3.2249
H 2.4100 3.6876 -3.5239
H 0.8553 3.3514 -1.6483
H 4.1407 2.1545 0.8541
H 5.6946 2.5006 -1.0439
H 2.3897 2.7259 4.4313
H 0.6721 2.5360 6.2593
H -1.7049 2.1103 5.6058
H -2.2583 1.8714 3.1815
S -5.0204 4.3524 -0.8963
As -3.2359 3.4744 -0.4131
S -3.2654 1.5267 0.7508
S -1.8302 2.7628 -1.9826
S -1.6998 4.4902 0.8171
O -0.3839 0.2321 -0.3767
S -1.3006 -0.6556 -1.2280
C -0.0768 -1.6618 -2.0980
C -0.7550 -2.6361 -3.0186
C -1.6073 -2.1706 -4.0180
C -2.2571 -3.0646 -4.8552
C -2.0573 -4.4297 -4.7066
C -1.2038 -4.8992 -3.7189
C -0.5594 -4.0056 -2.8759
C -1.9852 -1.8709 -0.0522
C -1.0390 -2.2006 1.0576
C -0.9453 -1.3427 2.1503
C -0.0387 -1.5978 3.1663
C 0.7790 -2.7182 3.1042
C 0.6785 -3.5875 2.0278
C -0.2269 -3.3284 1.0082
H 0.5674 -2.1381 -1.3585
H 0.5066 -0.9160 -2.6413
H -1.7665 -1.1050 -4.1397
H -2.9194 -2.6931 -5.6258
H -2.5635 -5.1265 -5.3615
H -1.0382 -5.9624 -3.6038
H 0.1150 -4.3733 -2.1118
H -2.2709 -2.7391 -0.6494
H -2.8903 -1.3815 0.3086
H -1.5939 -0.4753 2.1935
H 0.0262 -0.9228 4.0115
H 1.4849 -2.9213 3.8991
H 1.3002 -4.4722 1.9841
H -0.3197 -4.0182 0.1779

Results of the Löwdin charge analysis, in e, for atoms 1 through 5: atom 1 (Sc): 0.163, atom 2 (C): -0.070, atom 3 (C): -0.056, atom 4 (C): -0.017, atom 5 (C): -0.236



4.
The following is a quantum chemistry calculation of C3H8N2O in the gas phase in a non-equilibrium geometry, from the OMol25 dataset.

SMILES string   CN(C)C(N)=O
LUMO   0.76 eV
Calculated total energy   -8268.1145 eV
Frontier orbital gap   9.75 eV
E_HOMO   -9.0 eV

Atoms and positions in Å:
C 0.2271 -1.3058 -0.7065
C 1.0991 0.9361 -0.7812
C -0.5382 0.5237 0.8235
H -0.5957 -1.9065 -0.2771
H 1.1186 -1.8110 -0.4583
H 0.1382 -1.0474 -1.7187
H 1.2996 0.7019 -1.7728
H 0.4044 1.8195 -0.7394
H 2.0166 1.3172 -0.2336
H -2.0295 0.3822 1.9476
H -1.6521 -1.1493 1.3822
N 0.2759 0.0206 -0.1230
N -1.3138 -0.2334 1.6246
O -0.4501 1.7522 1.0329

Results of the Löwdin charge analysis, in e, for atoms 1 through 5: atom 1 (C): -0.017, atom 2 (C): -0.080, atom 3 (C): -0.599, atom 4 (H): 0.091, atom 5 (H): 0.078



5.
The following is a quantum chemistry calculation of C10H16S in the gas phase in a non-equilibrium geometry, from the OMol25 dataset.

LUMO   0.22 eV
Calculated total energy   -21459.5333 eV
Frontier orbital gap   7.95 eV
E_HOMO   -7.7 eV

Atoms and positions in Å:
C -0.1231 1.9380 -0.0621
C -1.8781 0.4224 -1.2236
C -0.3634 0.7079 -0.9163
C 1.1422 1.5194 0.6412
C 1.4517 0.2350 0.5217
C -2.4815 0.3007 0.0778
C 0.3737 -0.4507 -0.2436
C 2.7122 -0.4225 1.0265
C 0.9664 -1.4466 -1.2513
C -0.5154 -1.1396 0.8496
S -3.9823 -0.5058 0.3206
H -0.1162 3.0238 -0.4295
H -0.8610 2.1626 0.8045
H -2.2452 1.3940 -1.7430
H -1.8940 -0.4499 -1.9038
H 0.0929 0.8699 -1.8318
H 1.8290 2.2418 1.1358
H 3.4276 0.1855 1.6682
H 3.1329 -0.5939 0.1335
H 2.4077 -1.3815 1.5906
H 1.5145 -0.7875 -1.9239
H 0.1979 -1.9907 -1.7486
H 1.4707 -2.2469 -0.6317
H -0.1060 -0.9414 1.8608
H -0.3956 -2.1731 0.6628
H -1.4962 -0.5462 0.9846
H -4.2615 0.0753 1.6309

Results of the Löwdin charge analysis, in e, for atoms 1 through 5: atom 1 (C): -0.156, atom 2 (C): -0.257, atom 3 (C): -0.294, atom 4 (C): -0.063, atom 5 (C): -0.301